DFT (ωB97M-V/def2-TZVPD) results for a structure of composition C28H22F5N4O4Re.

## Properties
Energy above the lowest of the compared OMol25 structures with the same formula, charge and spin: 0.0 kJ/mol
Molar mass: 759.71 g/mol
HOMO level (alpha / beta): -10.896 / -10.824 eV
E_LUMO (alpha / beta): -4.11 / -4.17 eV

Geometry as ORCA input:
```
! wB97M-V def2-TZVPD RIJCOSX def2/J DEFGRID3
* xyz 1 2
Re 0.26 -0.92 0.49
O 0.56 -0.88 2.32
C 1.66 -1.06 3.11
C 1.44 -1.25 4.47
C 2.53 -1.43 5.31
C 3.82 -1.42 4.81
C 4.03 -1.22 3.46
C 2.95 -1.05 2.58
C 3.24 -0.85 1.17
N 2.34 -0.76 0.27
N 2.78 -0.54 -1.03
C 1.78 -0.49 -1.84
O 0.52 -0.55 -1.38
C 1.96 -0.33 -3.29
C 3.24 -0.37 -3.84
C 3.40 -0.23 -5.20
C 2.30 -0.04 -6.02
C 1.02 0.00 -5.47
C 0.85 -0.15 -4.11
H 0.43 -1.26 4.84
H 2.36 -1.58 6.37
H 4.67 -1.55 5.47
H 5.03 -1.20 3.06
H 4.27 -0.78 0.85
H 4.09 -0.52 -3.19
H 4.40 -0.26 -5.63
H 2.43 0.07 -7.09
H 0.16 0.14 -6.12
H -0.14 -0.12 -3.67
O -6.40 1.09 -0.05
C -6.10 -0.28 0.00
C -4.61 -0.46 0.12
C -4.05 -1.73 0.14
C -2.69 -1.86 0.26
N -1.87 -0.80 0.36
C -2.41 0.44 0.35
C -3.77 0.63 0.23
C -1.46 1.58 0.47
C -1.85 2.91 0.47
C -0.90 3.91 0.59
C -1.29 5.37 0.55
O -0.39 6.19 1.26
C 0.44 3.54 0.71
C 0.76 2.20 0.71
N -0.16 1.24 0.59
H -7.35 1.21 -0.15
H -6.44 -0.81 -0.90
H -6.58 -0.77 0.86
H -4.66 -2.62 0.05
H -2.22 -2.83 0.28
H -4.20 1.62 0.22
H -2.89 3.17 0.38
H -2.32 5.48 0.89
H -1.25 5.70 -0.49
H -0.59 6.15 2.20
H 1.21 4.29 0.82
H 1.79 1.86 0.79
F -0.44 -3.69 1.18
C 0.55 -3.05 0.43
F 1.73 -3.45 1.02
C 0.52 -3.75 -0.94
F -0.64 -3.46 -1.57
F 0.61 -5.07 -0.84
F 1.53 -3.32 -1.71
*
```